No. 1
Here is a molecular structure, C53H43IN4OPRhS from the Open Molecules 2025 dataset. Energies are from ωB97M-V with the def2-TZVPD basis set.

Summary:
Relative energy (zero: lowest compared OMol25 entry of this formula, charge and spin) in kcal/mol: 0.00
Net charge: +2
Highest occupied orbital energy (spin up / spin down) in eV: -12.41 / -12.41

Structure (XYZ):
```
105
C53H43IN4OPRhS (ωB97M-V with the def2-TZVPD basis set)
I 0.322 3.753 -0.991
Rh -0.029 1.504 0.207
S -1.176 -1.488 0.632
P 1.957 0.582 -0.749
O -0.496 -0.235 1.253
N -1.581 2.133 1.329
N -1.586 1.094 -1.084
N -1.396 2.478 2.526
N 0.903 2.392 1.909
C -4.787 -4.704 0.919
C 2.536 3.379 3.339
C 0.266 3.233 4.063
C 2.667 -0.210 1.824
C -0.046 2.676 2.833
C -1.786 -0.829 -4.256
C 4.977 2.241 -3.824
C 2.973 1.417 -2.027
C -1.809 0.190 -5.195
C -0.848 -1.795 5.307
C 1.579 3.578 4.324
C -0.544 -1.753 3.954
C -1.513 -3.933 3.678
C -3.798 -2.733 -0.764
C -1.591 0.785 -2.481
C 1.962 -3.473 -1.436
C -4.125 -3.607 1.452
C -1.479 -2.906 5.850
C -2.816 1.934 0.794
C 2.113 3.852 -2.097
C -2.776 1.420 -0.533
C 2.992 2.790 -2.449
C 4.468 0.739 0.551
C 3.923 0.552 -2.533
C 4.038 3.184 -3.346
C -1.667 -0.535 -2.904
C 3.324 5.494 -3.387
C -1.806 -3.978 5.034
C -0.549 -2.844 1.657
C 5.318 0.562 1.635
C 4.921 0.940 -3.436
C 1.275 -1.152 -2.796
C 2.098 -2.239 -0.813
C -4.034 1.221 -1.170
C 3.519 -0.398 2.899
C 4.850 -0.012 2.807
C -2.899 -1.428 1.179
C -4.025 2.188 1.482
C 1.162 -2.383 -3.421
C -1.641 1.810 -3.425
C 1.493 -3.546 -2.739
C -4.942 -4.823 -0.455
C -5.191 1.480 -0.490
C -1.735 1.513 -4.776
C -4.451 -3.834 -1.297
C 4.179 4.520 -3.792
C 2.156 2.783 2.152
C 2.269 5.141 -2.532
C -5.205 1.958 0.846
C 1.738 -1.071 -1.483
C -3.622 -2.619 0.613
C 3.134 0.344 0.630
C -0.884 -2.822 3.124
H -6.135 1.309 -0.992
H -2.287 -4.853 5.451
H 5.517 -0.154 3.647
H 6.352 0.872 1.557
H -5.189 -5.463 1.577
H -2.910 -1.382 2.268
H 1.625 -0.474 1.920
H -1.902 -0.040 -6.248
H -0.054 -0.881 3.547
H 5.634 0.213 -3.798
H 2.255 -4.373 -0.912
H -6.146 2.145 1.343
H 4.994 4.747 -4.467
H 3.429 6.517 -3.718
H -3.283 -0.493 0.771
H -5.459 -5.678 -0.869
H 3.920 -0.482 -2.214
H -4.590 -3.914 -2.367
H -4.018 -3.507 2.525
H -1.777 2.315 -5.500
H 2.882 2.602 1.374
H 5.742 2.585 -4.508
H -1.640 2.840 -3.095
H -3.981 2.564 2.495
H 3.139 -0.840 3.812
H -4.068 0.850 -2.184
H 3.566 3.674 3.482
H 2.532 -2.194 0.176
H 1.568 5.911 -2.232
H 0.524 -2.820 1.466
H -3.439 -1.948 -1.422
H 4.859 1.197 -0.347
H -1.647 -1.328 -2.169
H -1.867 -1.860 -4.576
H 1.032 -0.250 -3.345
H -0.584 -0.959 5.942
H 1.406 -4.506 -3.231
H -0.945 -3.740 1.173
H -1.767 -4.775 3.046
H 0.823 -2.434 -4.446
H 1.849 4.024 5.272
H -1.709 -2.938 6.906
H -0.533 3.412 4.768
```

=====

No. 2
Here is a molecular structure, C53H44ClCuGeN3O2PS from the Open Molecules 2025 dataset. Energies are from ωB97M-V with the def2-TZVPD basis set.

Summary:
Multiplicity: 2
Relative energy (zero: lowest compared OMol25 entry of this formula, charge and spin) in kcal/mol: 41.31
Net charge: +1
Highest occupied orbital energy (spin up / spin down) in eV: -10.15 / -10.15

Structure (XYZ):
```
107
C53H44ClCuGeN3O2PS (ωB97M-V with the def2-TZVPD basis set)
Ge 2.001 1.264 3.656
Cu -0.956 0.529 -2.872
Cl -3.878 1.561 -5.061
S 1.087 4.496 -2.241
P -2.931 -0.445 -2.963
O 2.547 3.268 0.379
O 1.999 1.574 1.775
N -0.054 2.211 -2.843
N 0.080 -1.037 -2.314
N -1.163 3.353 -1.181
C 3.959 -4.654 -1.472
C 3.573 2.543 -4.754
C -2.263 -2.311 -6.511
C -5.504 2.653 -3.285
C -2.600 -3.864 -0.732
C -0.314 3.004 4.507
C -2.192 -1.945 0.735
C 1.929 3.385 -3.260
C 1.926 0.745 5.745
C 3.632 2.424 3.761
C 1.654 -4.071 -1.171
C -4.604 1.618 -3.518
C 3.673 3.198 2.476
C -5.327 0.504 -1.471
C 3.213 3.482 -3.792
C -2.223 1.559 3.140
C 2.323 -2.892 3.227
C -2.562 -1.101 -0.340
C 3.204 -2.518 -2.201
C -4.538 -1.390 -5.131
C -3.499 -2.349 -7.101
C 0.862 0.406 7.952
C -2.227 -3.343 0.511
C -1.659 3.349 4.685
C 1.017 2.335 -3.693
C 2.697 2.690 1.429
C -2.889 -1.600 -1.588
C 4.237 -3.442 -2.116
C 0.062 1.913 3.711
C -2.113 -1.817 -5.256
C -6.354 1.418 -1.419
C 2.122 0.166 8.528
C 2.683 -4.989 -1.013
C -4.634 -1.813 -6.448
C 4.306 -2.053 2.252
C -0.160 3.215 -2.018
C 3.475 -3.148 2.498
C -0.906 1.285 2.968
C 1.424 1.463 -4.738
C 2.720 1.594 -5.220
C 1.926 -1.599 3.585
C 0.895 -1.871 -2.105
C 1.884 -2.850 -1.833
C -6.475 2.505 -2.280
C 3.254 0.167 7.720
C 0.795 0.673 6.603
C -3.054 -3.004 -1.740
C -3.246 -1.326 -4.523
C 2.725 -0.513 3.194
C 3.143 0.434 6.369
C 3.890 -0.732 2.495
C -4.390 0.612 -2.547
C -2.656 2.645 3.962
H -1.152 -1.832 -4.727
H -1.900 -1.531 1.673
H 2.244 -0.024 9.561
H 1.027 -1.417 4.217
H 4.574 2.638 -5.185
H -1.225 4.065 -0.454
H -7.083 1.188 -0.671
H 2.492 -5.936 -0.517
H 3.392 -1.503 -2.601
H -1.939 -3.973 1.336
H 1.638 -3.674 3.548
H -7.305 3.225 -2.263
H 4.082 0.301 5.773
H -1.408 -2.729 -7.007
H -5.496 3.488 -3.977
H -1.904 2.672 -1.210
H -3.704 -2.784 -8.079
H 4.427 0.121 2.029
H -1.870 4.187 5.350
H 3.040 0.906 -6.000
H 4.637 3.125 1.891
H 0.717 0.706 -5.125
H 3.685 -4.080 1.999
H 4.165 -0.206 8.108
H -3.686 2.953 4.054
H 4.703 -5.421 -1.518
H -2.616 -4.918 -0.908
H 3.960 4.176 -3.384
H 0.421 3.536 5.116
H -5.561 -1.909 -6.987
H -5.259 -0.360 -0.789
H -5.447 -1.202 -4.576
H -0.031 0.356 8.547
H 0.699 -4.261 -0.717
H 3.575 3.148 4.655
H -3.508 -3.376 -2.663
H -0.661 0.488 2.208
H 4.441 1.682 3.855
H -2.978 0.918 2.657
H -2.423 -0.044 -0.178
H 3.544 4.297 2.660
H -0.200 0.857 6.155
H 5.213 -3.199 -2.560
H 5.134 -2.213 1.587
```

=====

No. 3
Here is a molecular structure, C53H45BeCl2GeN7O2S2 from the Open Molecules 2025 dataset. Energies are from ωB97M-V with the def2-TZVPD basis set.

Summary:
Relative energy (zero: lowest compared OMol25 entry of this formula, charge and spin) in kcal/mol: 0.00
Net charge: -2
Highest occupied orbital energy in eV: -0.30

Structure (XYZ):
```
113
C53H45BeCl2GeN7O2S2 (ωB97M-V with the def2-TZVPD basis set)
Ge 1.925 -1.824 1.982
Cl -6.001 -0.712 -4.244
Cl -0.626 -0.258 -4.315
S 2.341 2.248 -0.082
S -0.351 -2.068 0.066
O -0.840 1.070 -0.573
O -1.706 3.064 -0.057
N -2.453 -2.872 1.294
N -1.725 -0.814 2.168
N -3.447 0.739 -4.593
N -3.516 -2.666 2.199
N 0.545 3.685 -1.391
N -0.861 0.291 2.048
N 1.987 2.379 -2.674
C -4.319 -2.642 -3.386
C -0.170 -1.781 5.647
C -2.163 4.672 -3.930
C -5.651 -1.717 2.762
C -0.347 3.353 3.988
C -6.873 -1.197 2.377
C 3.825 -3.369 0.409
C -3.296 -0.539 -4.084
C -4.682 -2.080 1.804
C 2.686 -4.739 2.000
C -2.353 3.840 -2.839
C -1.335 3.261 4.972
C 1.652 2.797 -3.963
C -1.630 -1.810 1.345
C -2.047 -1.132 -3.856
C 1.587 2.830 -1.441
C 4.599 -4.452 0.014
C 4.416 -5.690 0.618
C -1.933 -2.412 -3.348
C -2.288 4.148 -5.207
C 2.856 -3.489 1.408
C 3.427 -0.877 2.873
C 1.842 1.891 -5.011
C -1.057 1.243 2.988
C -0.155 -3.378 3.377
C 0.715 -2.289 3.452
C -2.067 1.168 3.982
C 4.672 1.120 3.455
C -1.008 -3.676 4.431
C 3.455 -5.831 1.609
C 5.533 0.371 4.243
C -2.668 2.479 -2.951
C -2.640 2.822 -5.352
C 0.909 4.424 -5.581
C -4.415 -1.354 -3.878
C -3.070 -3.162 -3.094
C -4.997 -1.886 0.449
C -0.204 2.377 3.024
C -2.883 1.727 -1.640
C -1.014 -2.881 5.570
C -1.722 1.993 -0.660
C 1.075 3.515 -6.615
C -2.860 1.982 -4.252
C 1.197 4.082 -4.269
C -2.186 2.159 4.943
C 1.084 -0.954 0.468
C -7.184 -1.020 1.032
C 5.347 -1.003 4.352
C 1.555 2.246 -6.316
C -6.227 -1.365 0.081
C 4.303 -1.616 3.672
C 3.627 0.499 2.779
C 0.691 -1.492 4.596
Be -0.084 0.327 0.587
H 2.208 0.896 -4.783
H 2.575 1.566 -2.605
H 4.163 -2.689 3.758
H 0.084 3.682 -0.484
H -2.280 4.245 -1.836
H -5.417 -1.837 3.816
H -7.594 -0.916 3.138
H -3.771 2.138 -1.160
H 5.021 -6.539 0.318
H -1.441 4.030 5.730
H 1.945 -4.864 2.781
H 3.305 -6.795 2.083
H 4.808 2.192 3.371
H 0.840 3.789 -7.635
H -1.688 -4.517 4.349
H 2.951 1.091 2.176
H -2.967 2.068 5.694
H -2.759 2.397 -6.342
H -4.244 -2.140 -0.284
H -2.975 -4.148 -2.659
H -2.115 4.765 -6.082
H 0.547 5.423 -5.797
H -6.441 -1.211 -0.969
H 1.096 4.819 -3.486
H -4.252 0.844 -5.183
H 0.566 2.460 2.263
H -2.745 0.328 3.958
H 1.332 -0.619 4.654
H 3.979 -2.403 -0.065
H -8.138 -0.598 0.736
H -0.121 3.620 -2.153
H -0.212 -3.965 2.467
H 6.015 -1.593 4.970
H 1.731 -1.079 -0.405
H 5.348 -4.330 -0.761
H -5.219 -3.215 -3.212
H -1.937 5.721 -3.780
H 1.699 1.521 -7.109
H -3.031 0.656 -1.762
H -3.203 -2.382 3.122
H 6.343 0.853 4.778
H 0.325 4.207 3.982
H -0.954 -2.818 -3.140
H -1.689 -3.108 6.387
H -0.193 -1.134 6.517
```

=====

No. 4
Here is a molecular structure, C53H46AuF6N2O3P3S3 from the Open Molecules 2025 dataset. Energies are from ωB97M-V with the def2-TZVPD basis set.

Summary:
Highest occupied orbital energy in eV: -7.68

Structure (XYZ):
```
117
C53H46AuF6N2O3P3S3 (ωB97M-V with the def2-TZVPD basis set)
Au 0.631 0.171 -0.024
S -0.155 0.904 3.029
S 5.292 1.623 0.778
S 2.825 -0.710 1.115
P 4.789 -0.289 0.707
P -1.226 1.872 -0.425
P -3.204 3.480 1.750
F 2.705 -1.391 -4.117
F 3.457 1.114 -1.582
F 3.921 0.919 -3.676
F 2.610 -1.493 -1.975
F 2.729 2.572 -2.987
F 0.813 -1.752 -3.147
O -0.831 0.429 4.204
O 0.748 0.767 -2.014
O -0.731 2.067 2.383
N -1.002 -1.642 0.398
N -0.029 -0.278 1.916
C -4.636 4.540 1.218
C -1.852 1.131 -3.139
C 5.143 -2.534 -0.842
C -2.669 -2.847 2.220
C 6.416 -1.231 -2.934
C -0.627 4.065 -2.075
C 1.641 0.467 -3.005
C 3.498 2.537 3.574
C -4.197 2.048 2.337
C 5.900 -2.724 3.831
C 3.467 0.356 4.571
C 1.066 3.427 -0.486
C 1.870 4.464 -0.926
C -2.553 0.344 -4.039
C -0.184 3.218 -1.061
C 7.086 -0.895 2.117
C 6.215 -2.601 -2.987
C -6.906 6.046 0.571
C 4.163 1.522 4.254
C -3.485 -0.580 -3.593
C 5.727 -1.173 2.007
C 2.951 1.259 -2.804
C 7.848 -1.533 3.082
C 5.583 -3.255 -1.937
C 5.996 -0.504 -1.828
C 2.172 2.399 3.200
C -4.841 0.612 4.165
C -5.702 4.654 2.112
C 1.516 1.222 3.501
C -5.836 5.982 -0.305
C 1.116 0.865 -4.393
C -5.079 1.357 1.507
C -3.740 -0.698 -2.233
C -6.828 5.390 1.791
C 5.355 -1.159 -0.790
C -4.699 5.257 0.025
C 5.132 -2.089 2.866
C -2.694 -3.235 0.882
C 1.436 5.295 -1.947
C -5.694 -0.086 3.327
C 2.149 0.200 4.194
C 5.600 1.682 4.648
C -2.098 1.012 -1.778
C -2.731 2.917 0.044
C 1.955 -1.047 -3.051
C -5.822 0.296 1.999
C 7.252 -2.443 3.946
C 0.191 5.089 -2.524
C -4.109 1.684 3.675
C -3.055 0.096 -1.333
C -1.819 -1.844 2.634
C -0.980 -1.257 1.678
C -1.838 -2.597 0.007
H -4.746 0.332 5.206
H 0.829 1.913 -4.359
H 2.070 6.093 -2.309
H -2.558 3.833 -0.516
H 5.717 1.562 5.725
H 6.570 -3.170 -3.835
H 7.535 -0.165 1.456
H 5.975 2.658 4.350
H 4.626 -3.021 -0.024
H 1.592 -0.698 4.427
H -7.791 6.610 0.308
H 1.642 3.197 2.697
H 0.248 0.255 -4.633
H -6.512 -0.223 1.345
H -4.014 -1.203 -4.301
H 4.071 -2.283 2.783
H 2.845 4.611 -0.483
H 1.886 0.720 -5.146
H -3.357 -4.013 0.534
H -7.656 5.441 2.485
H 6.167 0.562 -1.768
H 3.974 -0.433 5.112
H 1.417 2.756 0.290
H -5.225 1.659 0.477
H -3.602 2.405 -0.361
H -3.456 2.240 4.330
H -4.453 -1.428 -1.873
H 5.428 -4.325 -1.973
H 7.843 -2.927 4.712
H -3.306 -3.345 2.939
H -5.647 4.140 3.064
H -5.890 6.488 -1.261
H -1.107 1.829 -3.488
H -1.604 3.916 -2.520
H -6.279 -0.912 3.710
H 5.438 -3.441 4.496
H -2.364 0.439 -5.101
H -1.780 -1.494 3.652
H -3.871 5.259 -0.671
H 8.905 -1.319 3.167
H 4.032 3.444 3.326
H -3.245 0.003 -0.267
H 6.211 0.920 4.163
H 6.905 -0.722 -3.753
H -1.813 -2.834 -1.051
H -0.148 5.734 -3.324
```

=====

The following strongest force on any atom values (in eV/A) correspond, in order, to the records above: 0.29 4.91 0.80 1.62.